The following is a DFT calculation (ωB97M-V/def2-TZVPD) of C54H42CeFGeP3Se2Te2 as an isolated structure at a distorted geometry.

Structure (XYZ):
```
106
Properties=species:S:1:pos:R:3:forces:R:3
Ce -0.743 2.484 0.336 0.650 0.087 0.689
Te -0.888 5.256 -1.012 -0.301 0.331 1.142
Te -2.143 5.080 1.746 0.546 -0.231 -1.365
Se -3.444 3.006 1.236 0.005 0.267 -0.110
Se 1.371 4.389 -0.323 -0.574 0.217 -0.015
Ge 0.768 -2.025 0.072 0.815 -0.125 -0.993
P -1.448 0.531 -1.781 -2.285 -0.742 0.237
P 2.564 0.958 0.633 -0.936 0.754 1.335
P -1.574 -0.207 1.636 -0.758 -0.520 0.407
F 0.935 -3.787 0.275 0.027 0.329 -0.312
C 3.641 2.136 -1.535 1.187 0.531 -0.848
C -4.893 0.104 4.713 0.079 0.087 0.661
C 1.764 -2.325 4.015 -0.742 0.893 1.634
C -2.958 1.038 -4.253 -1.343 0.113 1.055
C -4.039 1.348 -2.075 1.153 -0.023 0.544
C -0.625 -1.981 -1.344 0.596 -1.318 -1.012
C 3.390 1.582 5.188 0.081 -1.113 -2.007
C 4.645 -2.449 -1.389 -0.499 -0.560 -0.054
C 0.904 0.136 -5.093 0.320 0.231 1.436
C -0.354 -1.097 2.636 1.275 -0.530 0.865
C -2.168 -2.891 0.843 -0.611 -0.021 -0.787
C -2.903 0.963 -2.820 -0.543 0.349 -1.090
C 4.355 3.180 0.545 -0.189 -0.607 0.800
C -2.377 -4.342 -2.495 1.637 2.101 1.134
C -0.198 0.771 -3.026 1.276 0.451 -0.065
C 1.359 2.310 -4.123 -0.377 -0.196 0.195
C 2.096 1.938 3.179 1.449 -0.264 0.788
C -3.918 -1.068 0.223 0.132 -0.394 -0.659
C 3.615 2.240 -0.145 -0.505 -1.058 0.117
C 3.257 -2.513 -1.239 -0.261 -0.089 -0.046
C 3.378 -0.543 0.096 -1.145 -0.136 -0.939
C -3.537 -1.282 3.311 -0.601 -0.482 -1.063
C 4.757 -0.533 0.039 0.619 -0.231 -0.198
C 0.686 -1.773 4.726 -0.429 0.353 -1.174
C -3.162 -2.019 -1.768 -0.097 0.778 -0.233
C 0.456 2.025 -3.096 -0.268 0.227 0.827
C -0.385 -1.129 4.072 0.903 -0.329 -0.928
C 0.760 -1.647 1.973 -1.311 0.732 0.063
C 2.937 1.088 2.443 -0.333 0.095 0.066
C -5.149 1.804 -2.710 -2.726 0.301 -0.525
C -5.288 1.874 -4.127 1.213 0.296 1.188
C -3.130 -3.511 -1.426 -0.817 -2.010 -0.352
C 2.381 2.274 4.508 0.043 -0.616 0.197
C -4.696 -1.087 4.053 0.814 0.314 0.060
C 4.126 0.585 4.493 -0.372 0.756 -0.447
C 2.556 -1.535 -0.534 1.629 -0.457 0.568
C 4.537 2.934 -2.267 0.072 -0.236 0.724
C -4.339 -1.397 -1.002 0.388 0.203 -0.479
C 5.407 -1.535 -0.697 -0.009 0.219 0.106
C -4.181 1.530 -4.875 1.841 -0.485 0.368
C 5.356 3.831 -1.526 -1.038 -0.455 -1.308
C -2.421 -1.423 0.435 0.558 0.688 -0.841
C 3.963 0.395 3.108 -0.406 0.718 0.344
C 1.830 -2.184 2.673 0.308 -0.791 -1.687
C 5.196 3.996 -0.163 0.764 1.772 0.405
C -1.139 -3.942 -2.938 -2.056 -0.896 -0.032
C -3.876 1.053 4.728 -0.439 1.160 0.723
C -2.811 -0.167 2.951 0.265 0.987 0.833
C -2.901 0.973 3.780 0.647 -0.692 -1.149
C -0.330 -2.891 -2.386 0.201 2.200 0.854
C 0.049 -0.155 -4.000 0.283 -0.947 -1.940
C -1.946 -1.333 -1.117 0.826 -0.548 0.918
C 1.615 1.355 -5.103 -1.416 -0.695 0.104
C -2.580 -3.838 -0.032 0.419 0.222 0.915
H -6.151 2.327 -4.615 0.086 -0.304 0.321
H 0.256 2.807 -2.309 0.321 -0.818 -1.007
H 0.718 -1.823 5.787 -0.195 -0.037 0.742
H 1.260 2.403 2.725 -0.732 0.556 -0.606
H 4.604 2.813 -3.379 0.098 0.275 1.249
H -5.412 -1.855 4.111 -0.736 -0.913 0.239
H 5.082 -3.209 -2.024 0.338 0.044 0.159
H 2.741 -3.398 -1.629 0.112 0.454 -0.021
H -3.991 1.318 -0.961 -0.178 0.143 -1.224
H -1.207 -0.656 4.621 0.569 -0.398 -0.143
H -0.654 -4.558 -3.694 -0.059 0.133 0.076
H -3.871 1.913 5.425 -0.297 -0.601 -0.540
H -5.349 -1.239 -1.453 1.020 -0.250 0.663
H 3.616 1.736 6.210 0.012 0.313 0.869
H -4.203 -3.915 -1.456 1.228 0.646 0.115
H -6.034 2.072 -2.092 0.753 -0.040 -0.467
H 4.632 -0.230 2.516 -0.227 -0.106 0.508
H -4.553 -0.598 0.939 -0.159 0.078 0.636
H 1.849 3.279 -4.192 -0.115 -0.141 0.241
H -2.111 0.663 -4.850 -0.578 0.604 0.223
H 6.482 -1.641 -0.749 0.067 0.374 0.046
H -5.787 0.254 5.296 -0.087 0.001 0.145
H 2.238 1.610 -5.934 0.455 -0.038 -0.279
H 0.619 -2.730 -2.952 -0.044 -0.797 1.348
H -2.530 -4.904 0.271 0.124 0.741 -0.465
H -0.506 -1.113 -3.978 0.524 0.704 -0.143
H -2.147 1.739 3.637 -0.228 0.206 0.166
H -3.122 -1.903 -2.864 -0.456 0.091 0.410
H -3.281 -2.269 2.894 -0.516 0.596 0.130
H 1.770 3.010 5.033 0.156 -0.179 -0.163
H 5.658 4.857 0.397 -0.036 -1.182 -0.852
H 6.044 4.421 -2.092 0.369 0.450 -0.029
H 2.564 -2.774 4.568 0.322 -0.234 0.156
H -2.836 -5.261 -2.760 -0.154 -0.604 -0.602
H -1.664 -3.072 1.819 -0.635 -0.254 -0.903
H 5.290 0.298 0.542 -0.137 -0.739 -0.537
H 4.861 -0.009 5.018 0.097 0.099 0.062
H 1.085 -0.641 -5.825 -0.053 0.208 -0.166
H 4.361 3.220 1.646 -0.308 0.046 -0.602
H -4.190 1.730 -5.947 0.066 -0.421 0.168
H 3.082 1.368 -2.069 -0.136 0.182 0.247
H 2.681 -2.597 2.120 -0.286 0.150 0.190
```
Forces are in eV/Å.

Values from the calculation:
* expectation value of S²: 0.751
* highest occupied orbital energy (alpha / beta): -0.3627 / -0.3625 hartree
* LUMO level (alpha / beta): -3.8 / -3.8 eV
* multiplicity: 2
* E: -11097.58697 a.u.
* total charge: +1
* Kohn-Sham gap (alpha / beta): 6.10 / 6.09 eV

The following is a DFT calculation (ωB97M-V/def2-TZVPD) of C54H43BrN6O2P2S2Sn as an isolated structure.

Structure (XYZ):
```
111
Properties=species:S:1:pos:R:3:forces:R:3
Sn -0.385 0.534 0.071 -0.026 -0.756 0.029
Br -3.776 -0.077 1.374 -0.002 0.015 -0.029
S 4.017 6.526 2.614 -0.003 0.012 0.000
S -5.911 1.981 -2.475 0.015 0.025 0.008
P 1.523 -2.364 0.985 -0.010 -0.094 -0.014
P -0.993 -2.895 -0.667 0.043 -0.092 0.080
O 1.196 -0.880 0.782 0.131 0.178 0.032
O -1.259 -1.392 -0.595 0.010 0.080 -0.320
N 3.877 0.399 -3.970 -0.126 0.035 0.066
N -2.013 2.895 -0.569 -0.039 0.398 -0.040
N 0.761 1.019 -2.246 0.170 -0.092 0.005
N -1.369 0.485 2.595 -0.005 -0.114 0.133
N 1.882 1.192 -4.772 -0.236 0.025 0.141
N 0.461 3.284 0.674 -0.021 0.375 -0.016
C 0.030 5.674 0.765 0.011 0.111 0.020
C -5.360 3.571 -2.023 -0.021 0.107 0.013
C -2.312 0.395 5.200 -0.023 -0.006 0.041
C 0.033 -3.364 0.750 -0.010 0.053 0.024
C 2.049 -2.708 2.646 0.071 0.159 0.188
C 2.874 -4.224 -0.600 -0.026 -0.002 -0.030
C -3.170 2.732 -1.143 0.018 -0.006 0.050
C 4.875 -3.674 -1.812 0.012 -0.010 -0.011
C 2.597 0.761 -3.731 0.326 -0.060 -0.208
C -4.091 3.797 -1.406 -0.103 -0.069 -0.063
C -2.501 -5.137 -0.025 0.032 0.040 0.028
C 1.339 -4.137 -4.376 -0.002 0.007 -0.020
C 0.044 1.454 -3.287 -0.045 -0.015 0.144
C -4.880 -5.233 -0.334 0.015 0.014 -0.022
C 4.809 -2.369 -1.339 0.008 0.006 0.010
C 5.491 4.449 3.094 0.069 0.221 0.053
C 4.353 3.940 2.533 -0.173 0.035 -0.082
C -3.696 5.076 -1.035 0.025 0.078 0.018
C -0.830 6.794 0.504 0.108 0.009 0.045
C -2.027 6.603 -0.073 -0.099 -0.025 -0.049
C -3.173 0.172 4.138 -0.031 -0.005 0.011
C -1.631 4.156 -0.204 0.083 -0.118 0.020
C 3.907 -4.599 -1.446 -0.010 0.005 0.023
C 0.563 -5.076 -3.708 -0.001 0.000 0.035
C -2.491 -3.833 -0.527 -0.212 -0.035 0.138
C 1.217 -2.324 3.705 0.038 -0.082 -0.026
C -3.685 -3.233 -0.928 0.025 -0.033 -0.041
C -4.875 -3.935 -0.828 -0.013 -0.012 -0.026
C 2.830 -3.175 5.268 -0.020 0.013 0.007
C 1.606 -2.562 5.010 -0.015 -0.022 0.010
C 3.659 -3.554 4.224 -0.011 -0.017 -0.021
C 1.623 3.487 1.225 -0.076 0.029 -0.021
C 3.270 -3.326 2.910 0.003 -0.013 -0.018
C 2.023 0.676 -2.447 -0.160 0.084 0.055
C 1.278 5.864 1.360 -0.032 0.087 0.001
C 3.404 4.945 2.195 -0.006 -0.121 0.004
C -0.164 -4.705 -2.587 0.018 -0.022 0.026
C -2.451 5.280 -0.436 -0.069 0.106 -0.011
C -7.358 2.612 -3.065 -0.129 0.164 -0.046
C -7.457 4.016 -2.936 -0.061 -0.280 -0.056
C -6.342 4.551 -2.355 0.201 -0.025 0.079
C 2.791 -2.911 -0.140 0.051 0.052 -0.133
C -3.695 -5.833 0.069 -0.009 -0.005 -0.015
C 3.768 -1.984 -0.510 -0.003 -0.043 0.025
C -0.105 -3.388 -2.129 -0.051 0.077 -0.212
C -0.550 0.702 3.633 -0.006 0.004 -0.057
C 0.620 1.532 -4.543 0.157 -0.020 -0.161
C -0.973 0.666 4.946 0.011 0.012 0.008
C -0.350 4.358 0.426 -0.022 -0.157 -0.034
C 1.398 -2.826 -3.922 0.013 0.026 0.018
C 2.114 4.781 1.602 0.157 -0.113 0.040
C 5.442 5.861 3.198 0.100 -0.164 0.030
C -2.637 0.230 2.863 0.022 0.062 0.025
C 0.673 -2.450 -2.803 0.052 -0.089 0.015
H -1.586 -5.620 0.297 -0.019 0.005 0.017
H 2.144 -4.969 -0.308 0.003 0.012 -0.016
H -0.989 1.728 -3.113 0.002 -0.016 0.000
H -5.809 -5.783 -0.268 -0.005 0.014 0.024
H -5.804 -3.476 -1.140 0.015 -0.005 -0.009
H -2.683 7.440 -0.278 -0.010 -0.032 0.005
H -0.782 -5.440 -2.086 -0.017 0.012 -0.032
H 2.584 0.293 -1.601 -0.003 0.026 -0.015
H 0.514 -6.095 -4.069 -0.015 0.011 0.000
H 0.489 0.891 3.385 0.009 -0.010 -0.012
H 4.194 2.885 2.366 -0.028 0.026 -0.002
H 3.913 -3.640 2.097 0.014 0.034 0.023
H 4.470 0.029 -3.251 -0.004 -0.008 0.004
H 0.046 1.868 -5.398 0.010 0.016 0.017
H 5.693 -3.976 -2.452 -0.017 0.010 -0.006
H -2.685 0.355 6.215 0.004 0.005 -0.010
H -8.104 1.954 -3.494 0.021 0.026 0.018
H 2.004 -2.099 -4.450 -0.026 0.004 0.001
H 1.884 -4.426 -5.265 0.021 -0.006 0.027
H 3.964 -5.617 -1.809 0.003 0.007 0.017
H 0.320 -4.414 0.672 -0.010 -0.013 0.069
H 3.716 -0.973 -0.126 0.032 0.000 0.011
H -0.273 0.839 5.751 -0.013 0.008 -0.010
H -3.702 -6.842 0.460 0.006 0.005 -0.018
H 0.954 -2.293 5.830 0.017 0.019 -0.013
H 4.605 -4.035 4.431 -0.008 -0.009 -0.008
H -8.320 4.577 -3.265 0.010 -0.030 -0.006
H -6.218 5.608 -2.173 0.012 -0.030 0.011
H 0.262 -1.849 3.505 -0.002 -0.016 0.007
H 2.235 2.607 1.395 -0.001 0.009 0.007
H 4.241 0.498 -4.903 -0.006 0.000 -0.013
H -3.671 -2.226 -1.325 -0.022 0.005 0.033
H 6.216 6.501 3.602 -0.026 -0.024 -0.012
H 6.338 3.868 3.429 0.001 0.029 -0.003
H -3.423 1.712 -1.425 -0.025 0.008 0.016
H -4.221 -0.041 4.289 0.006 -0.011 0.001
H 3.132 -3.364 6.290 -0.011 -0.002 -0.007
H 5.591 -1.665 -1.598 -0.012 -0.003 0.012
H -4.339 5.929 -1.200 0.026 0.006 0.001
H -0.497 7.788 0.775 0.012 -0.030 0.012
H 1.574 6.872 1.628 -0.008 -0.013 -0.019
H -0.572 -3.249 1.655 -0.007 -0.030 -0.006
H 0.706 -1.431 -2.447 -0.023 0.010 -0.030
```
Forces are in eV/Å.

Values from the calculation:
* highest occupied orbital energy (alpha / beta): -0.6087 / -0.6087 hartree
* LUMO level (alpha / beta): -12.5 / -12.4 eV
* E: -6828.84864 a.u.
* total charge: +4
* Kohn-Sham gap (alpha / beta): 4.10 / 4.17 eV

Energy relative to the best compared isomer or geometry (same formula, charge and spin) (computed, eV): 0.967; 0.000